(1)
The following is a quantum chemistry calculation of a structure of composition C8H13HgN3O3 at a distorted geometry, from the OMol25 dataset.

```
28
Properties=species:S:1:pos:R:3
O 0.195 3.228 -1.208
C -0.010 2.135 -0.957
Hg -0.324 -0.582 0.242
C 2.233 -1.134 -1.036
C -1.597 -1.055 -1.347
O 3.219 -1.658 -1.242
O -2.597 -1.524 -1.721
C 2.204 -0.071 4.061
N 0.796 0.077 4.342
C 0.468 -0.011 5.748
C -0.121 0.061 3.341
N 0.386 -0.051 2.098
N -1.449 0.175 3.562
C -2.094 0.628 4.780
C -2.400 0.047 2.474
H 2.754 -0.087 4.999
H 2.555 0.759 3.454
H 2.415 -0.993 3.517
H 0.292 0.999 6.162
H -0.417 -0.637 5.919
H 1.350 -0.447 6.248
H 1.407 -0.038 2.173
H -2.860 1.369 4.496
H -2.571 -0.231 5.285
H -1.410 1.118 5.468
H -2.293 0.853 1.738
H -2.311 -0.923 1.982
H -3.405 0.124 2.894
```

Computed properties:
- E_LUMO (Eh) = -0.341
- total charge = +2
- gap between HOMO and LUMO (eV) = 6.807
- HOMO (Eh) = -0.59148
- ΔE to the lowest compared entry with this formula, charge and spin (eV) = 0.000

***

(2)
The following is a quantum chemistry calculation of a cluster of 2 separate species, C6H10O in total, from the OMol25 dataset.

```
17
Properties=species:S:1:pos:R:3
O 2.354 -0.993 0.839
C 1.897 -0.574 -0.202
C -0.342 -1.146 -0.484
C -1.584 -0.644 0.228
C -1.614 0.844 -0.137
C -0.134 1.189 -0.154
C 0.575 0.065 -0.281
H 2.473 1.078 1.352
H 2.310 -0.885 -1.180
H 0.049 -2.086 -0.076
H -0.478 -1.292 -1.565
H -1.390 -0.733 1.305
H -2.483 -1.207 -0.026
H -2.066 0.994 -1.129
H -2.181 1.443 0.581
H 0.207 2.220 -0.068
H 2.408 1.728 0.998
```

Computed properties:
- E_LUMO (Eh) = 0.036
- total charge = 0
- gap between HOMO and LUMO (eV) = 10.550
- HOMO (Eh) = -0.35165
- ΔE to the lowest compared entry with this formula, charge and spin (eV) = 2.110

***

(3)
The following is a quantum chemistry calculation of an isolated molecule of C3H6N2O, from the OMol25 dataset.

```
12
Properties=species:S:1:pos:R:3
O 2.213 0.397 0.342
C 1.141 -0.031 -0.422
N 0.223 0.945 -0.653
C -1.033 0.637 -0.352
C -1.053 -0.810 0.063
N 0.391 -1.142 0.102
H 0.536 1.852 -0.971
H -1.866 1.275 -0.607
H 1.823 0.748 1.169
H -1.583 -0.980 1.014
H -1.545 -1.450 -0.687
H 0.752 -1.440 1.001
```

Computed properties:
- E_LUMO (spin up / spin down) (Eh) = 0.021 / 0.033
- total charge = 0
- gap between HOMO and LUMO (spin up / spin down) (eV) = 6.932 / 7.698
- HOMO (spin up / spin down) (Eh) = -0.23396 / -0.24975
- ΔE to the lowest compared entry with this formula, charge and spin (eV) = 3.857

***

(4)
The following is a quantum chemistry calculation of a cluster of 2 separate species, C4H9N2 in total at a distorted geometry, from the OMol25 dataset.

```
15
Properties=species:S:1:pos:R:3
C 0.749 -0.855 -0.062
C -1.614 1.062 -0.164
C 3.014 0.143 0.489
C -1.539 -0.302 -0.749
N 1.734 -0.323 0.175
N -2.223 -1.220 -0.179
H -0.609 1.032 0.369
H -2.464 1.333 0.495
H -1.499 1.736 -0.962
H 3.502 -0.419 1.306
H 3.770 0.280 -0.340
H 2.829 1.193 0.847
H -0.887 -0.399 -1.537
H -2.243 -2.191 -0.500
H -2.520 -1.070 0.811
```

Computed properties:
- E_LUMO (Eh) = -0.160
- total charge = +1
- gap between HOMO and LUMO (eV) = 11.227
- HOMO (Eh) = -0.57229
- ΔE to the lowest compared entry with this formula, charge and spin (eV) = 2.785

***

(5)
The following is a quantum chemistry calculation of a cluster of 3 separate species, C6H12 in total, from the OMol25 dataset.

```
18
Properties=species:S:1:pos:R:3
C -1.402 -1.704 0.425
C -0.297 -1.163 -0.449
C -0.046 0.215 -0.781
C -0.939 1.227 -0.100
C 1.135 -0.334 -0.084
C 1.733 0.707 0.659
H -2.301 -1.858 -0.185
H -1.664 -1.035 1.246
H -1.118 -2.673 0.846
H 0.122 -1.925 -1.104
H 0.937 1.321 -1.420
H -0.483 2.221 -0.098
H -1.172 0.962 0.942
H -1.888 1.285 -0.644
H 1.850 -0.851 -0.719
H 1.146 1.348 1.311
H 1.596 1.609 -0.749
H 2.790 0.649 0.905
```

Computed properties:
- E_LUMO (Eh) = 0.026
- total charge = 0
- gap between HOMO and LUMO (eV) = 9.038
- HOMO (Eh) = -0.30657
- ΔE to the lowest compared entry with this formula, charge and spin (eV) = 6.551

***

(6)
The following is a quantum chemistry calculation of a structure of composition C14H13IN2O6Pd at a distorted geometry, from the OMol25 dataset.

```
37
Properties=species:S:1:pos:R:3
Pd -1.071 0.948 -1.068
O -2.234 -4.820 0.620
C -2.076 -3.566 0.164
C -1.542 -3.294 -1.097
C -1.390 -1.981 -1.475
N -1.750 -0.994 -0.663
C -2.281 -1.226 0.536
C -2.463 -2.509 0.991
C -2.629 0.049 1.313
O -3.016 -0.045 2.463
O -2.488 1.109 0.611
C -0.805 -1.531 -2.816
O -0.471 -2.383 -3.621
O -0.754 -0.261 -2.935
H -1.944 -5.453 -0.044
H -1.239 -4.078 -1.781
H -2.895 -2.691 1.965
C 3.631 0.409 -2.385
C 2.678 1.039 -1.389
O 1.341 1.086 -1.878
H 4.651 0.444 -1.999
H 3.606 0.950 -3.332
H 3.366 -0.634 -2.565
H 2.981 2.067 -1.173
H 2.688 0.483 -0.447
H 1.245 0.542 -2.670
I -0.584 3.622 -0.839
C 0.123 2.823 1.014
C 0.329 3.633 2.113
C 0.660 2.998 3.302
C 0.769 1.617 3.330
C 0.581 0.916 2.149
N 0.272 1.519 1.005
H 0.222 4.706 2.045
H 0.825 3.581 4.198
H 0.985 1.090 4.248
H 0.678 -0.163 2.108
```

Computed properties:
- E_LUMO (spin up / spin down) (Eh) = -0.061 / -0.061
- total charge = 0
- gap between HOMO and LUMO (spin up / spin down) (eV) = 7.420 / 7.428
- HOMO (spin up / spin down) (Eh) = -0.33408 / -0.33399
- ΔE to the lowest compared entry with this formula, charge and spin (eV) = 1.774

***

(7)
The following is a quantum chemistry calculation of a structure of composition C30H44MnNO2P2, from the OMol25 dataset.

```
80
Properties=species:S:1:pos:R:3
Mn 0.040 0.287 0.466
O 1.755 0.148 1.987
C 1.615 -0.924 2.939
C 1.100 -0.388 4.262
C -0.078 0.579 4.081
C -1.305 -0.045 3.475
C -2.250 -0.631 4.308
C -3.409 -1.167 3.779
C -3.605 -1.094 2.409
C -2.617 -0.516 1.642
N -1.480 -0.005 2.140
H 2.461 0.742 2.263
H 2.567 -1.444 3.051
H 0.916 -1.620 2.477
H 1.902 0.134 4.790
H 0.808 -1.229 4.896
H 0.228 1.424 3.463
H -0.351 0.983 5.056
H -2.070 -0.650 5.375
H -4.148 -1.626 4.423
H -4.495 -1.485 1.938
H -2.724 -0.472 0.567
C -3.384 1.064 -1.539
P -1.559 1.169 -1.496
C -1.102 0.407 -3.086
C -1.222 2.948 -1.775
C -1.966 3.665 -2.712
C -1.718 5.006 -2.950
C -0.709 5.657 -2.252
C 0.043 4.957 -1.326
C -0.198 3.606 -1.076
P 0.840 2.727 0.141
C 0.668 3.746 1.648
C 2.543 3.091 -0.402
H -3.796 1.455 -2.469
H -3.815 1.610 -0.700
H -3.670 0.014 -1.464
H -1.695 0.816 -3.905
H -1.260 -0.670 -3.018
H -0.046 0.579 -3.286
H -2.750 3.173 -3.272
H -2.308 5.542 -3.681
H -0.509 6.704 -2.433
H 0.832 5.474 -0.793
H 0.898 4.796 1.466
H 1.350 3.374 2.415
H -0.352 3.668 2.026
H 2.740 4.163 -0.426
H 2.696 2.674 -1.396
H 3.252 2.612 0.275
C -1.034 -3.472 1.223
C -1.137 -3.635 -0.293
C -2.150 -2.672 -0.913
C 0.210 -3.579 -0.991
C 0.662 -4.734 -1.619
C 1.877 -4.779 -2.276
C 2.649 -3.632 -2.314
C 2.240 -2.446 -1.713
C 3.163 -1.248 -1.829
C 3.764 -0.833 -0.486
C 2.528 -0.056 -2.543
C 1.009 -2.415 -1.024
O 0.606 -1.299 -0.408
H -2.003 -3.645 1.701
H -0.701 -2.469 1.487
H -0.320 -4.187 1.634
H -1.523 -4.643 -0.468
H -1.787 -1.644 -0.851
H -3.117 -2.739 -0.405
H -2.305 -2.910 -1.967
H 0.038 -5.621 -1.583
H 2.215 -5.690 -2.753
H 3.601 -3.646 -2.833
H 3.993 -1.576 -2.461
H 2.982 -0.481 0.188
H 4.500 -0.037 -0.623
H 4.266 -1.677 -0.010
H 1.726 0.377 -1.941
H 2.109 -0.359 -3.504
H 3.278 0.717 -2.731
```

Computed properties:
- E_LUMO (spin up / spin down) (Eh) = -0.084 / -0.095
- 2S+1 = 6
- <S²> = 8.757
- total charge = +1
- gap between HOMO and LUMO (spin up / spin down) (eV) = 7.228 / 7.028
- HOMO (spin up / spin down) (Eh) = -0.34960 / -0.35372
- ΔE to the lowest compared entry with this formula, charge and spin (eV) = 0.355

***

(8)
The following is a quantum chemistry calculation of a cluster of 8 separate species, C32H64O8 in total at a distorted geometry, from the OMol25 dataset.

```
104
Properties=species:S:1:pos:R:3
C 13.341 23.091 -5.000
C 13.199 21.578 -4.967
C 14.387 20.996 -5.724
O 14.928 22.119 -6.443
C 14.726 23.276 -5.694
H 13.386 23.615 -4.045
H 12.567 23.618 -5.559
H 12.242 21.451 -5.475
H 13.080 21.200 -3.952
H 13.931 20.297 -6.426
H 15.117 20.589 -5.025
H 14.756 24.170 -6.317
H 15.550 23.269 -4.980
C 7.246 18.444 -7.708
C 6.391 17.314 -8.021
C 7.211 16.120 -8.333
O 8.542 16.655 -8.561
C 8.655 17.908 -7.846
H 7.147 18.896 -6.721
H 7.167 19.302 -8.376
H 5.707 17.402 -8.865
H 5.757 17.162 -7.147
H 6.927 15.431 -9.129
H 7.418 15.474 -7.480
H 9.233 18.585 -8.474
H 9.126 17.678 -6.890
C 12.899 27.314 -4.961
C 11.377 26.888 -5.037
C 11.104 25.936 -3.873
O 12.282 26.111 -3.111
C 13.136 27.238 -3.475
H 13.000 28.281 -5.455
H 13.510 26.590 -5.500
H 11.112 26.306 -5.920
H 10.651 27.701 -5.022
H 11.009 24.917 -4.250
H 10.248 26.112 -3.222
H 14.164 26.984 -3.220
H 12.948 28.196 -2.990
C 5.847 27.854 -5.056
C 7.131 27.862 -5.892
C 6.511 27.775 -7.342
O 5.289 28.464 -7.217
C 4.657 27.960 -6.037
H 5.861 28.774 -4.471
H 5.826 27.038 -4.334
H 7.741 26.982 -5.688
H 7.610 28.839 -5.837
H 6.322 26.768 -7.715
H 7.053 28.172 -8.201
H 4.184 27.015 -6.304
H 3.812 28.595 -5.772
C 12.318 26.496 -10.784
C 13.287 26.440 -9.595
C 12.443 25.446 -8.734
O 11.829 24.550 -9.688
C 11.888 25.082 -11.069
H 12.785 26.819 -11.714
H 11.680 27.356 -10.580
H 13.464 27.414 -9.138
H 14.243 25.963 -9.810
H 11.676 25.932 -8.131
H 12.916 24.918 -7.905
H 10.909 25.168 -11.539
H 12.707 24.563 -11.567
C 9.278 23.654 -8.008
C 8.396 23.862 -6.797
C 8.256 22.463 -6.064
O 8.629 21.547 -7.085
C 9.705 22.148 -7.753
H 10.071 24.401 -8.005
H 8.963 23.813 -9.040
H 7.400 24.145 -7.135
H 8.745 24.740 -6.254
H 7.261 22.259 -5.667
H 8.983 22.344 -5.261
H 9.726 21.766 -8.774
H 10.691 21.901 -7.360
C 4.150 21.280 -7.640
C 3.371 20.648 -6.587
C 3.678 21.529 -5.399
O 3.808 22.868 -5.980
C 4.099 22.776 -7.357
H 3.700 21.096 -8.616
H 5.172 20.907 -7.693
H 3.666 19.612 -6.422
H 2.316 20.767 -6.838
H 4.666 21.306 -4.997
H 2.946 21.477 -4.594
H 5.083 23.201 -7.558
H 3.388 23.357 -7.944
C 13.130 20.852 -9.390
C 14.348 20.149 -9.994
C 13.920 18.632 -10.172
O 12.685 18.524 -9.572
C 12.085 19.813 -9.717
H 12.885 21.799 -9.871
H 13.311 21.156 -8.359
H 15.223 20.192 -9.346
H 14.549 20.487 -11.011
H 14.721 17.933 -9.934
H 13.700 18.444 -11.223
H 11.226 19.802 -9.046
H 11.725 19.924 -10.740
```

Computed properties:
- E_LUMO (spin up / spin down) (Eh) = 0.091 / 0.090
- 2S+1 = 2
- <S²> = 0.751
- total charge = -1
- gap between HOMO and LUMO (spin up / spin down) (eV) = 1.649 / 9.780
- HOMO (spin up / spin down) (Eh) = 0.03045 / -0.26934
- ΔE to the lowest compared entry with this formula, charge and spin (eV) = 0.580

***

(9)
The following is a quantum chemistry calculation of a cluster of 2 separate species, C6H12N in total at a distorted geometry, from the OMol25 dataset.

```
19
Properties=species:S:1:pos:R:3
C -1.980 0.977 -0.003
C -2.334 1.565 -1.070
C -0.825 1.272 -1.055
C 1.615 -1.316 -1.153
C 0.251 -0.144 2.134
C 1.310 -1.267 0.242
N 0.419 -0.559 0.807
H -2.378 0.436 0.816
H -2.995 1.965 -1.769
H -0.216 2.217 -0.917
H 2.680 -1.185 -1.266
H 0.947 -0.656 -1.643
H 1.338 -2.281 -1.519
H -0.761 0.079 2.249
H 0.927 -0.653 2.852
H 0.713 0.816 2.091
H 2.080 -1.762 0.846
H -0.171 0.027 0.126
H -0.618 0.469 -1.768
```

Computed properties:
- E_LUMO (spin up / spin down) (Eh) = -0.143 / -0.233
- 2S+1 = 3
- <S²> = 2.007
- total charge = +1
- gap between HOMO and LUMO (spin up / spin down) (eV) = 5.632 / 8.416
- HOMO (spin up / spin down) (Eh) = -0.34982 / -0.54178
- ΔE to the lowest compared entry with this formula, charge and spin (eV) = 4.165

***

(10)
The following is a quantum chemistry calculation of a cluster of 2 separate species, C10H18N2O8PS in total at a distorted geometry, from the OMol25 dataset.

```
40
Properties=species:S:1:pos:R:3
N -0.767 -2.557 -3.201
P -0.500 -1.129 -3.983
O -1.665 -1.099 -5.308
O 1.117 -1.143 -4.670
S -0.742 0.586 -2.699
O -0.824 0.117 -1.033
C 0.780 1.730 -2.833
O 0.563 2.817 -1.856
C 1.705 3.751 -1.812
O 2.683 3.481 -0.746
C 2.097 3.602 0.597
C 2.864 2.443 1.528
O 1.885 1.437 2.019
H -1.583 -3.035 -3.688
H -2.553 -1.218 -4.856
H 1.650 -1.917 -4.277
H -1.503 0.748 -0.654
H 0.775 2.179 -3.929
H 1.791 1.160 -2.578
H 2.290 3.596 -2.842
H 1.332 4.883 -1.846
H 0.955 3.357 0.667
H 2.280 4.653 1.115
H 3.631 1.866 0.818
H 3.522 2.912 2.382
H 1.468 1.084 1.171
C -0.693 -4.019 3.526
C -1.399 -3.308 4.498
C -2.105 -2.155 4.146
C -2.101 -1.725 2.813
C -1.387 -2.433 1.837
C -0.682 -3.582 2.200
N -2.862 -0.529 2.432
O -3.465 0.081 3.328
O -2.860 -0.199 1.238
H -0.149 -4.920 3.804
H -1.402 -3.654 5.529
H -2.650 -1.612 4.915
H -1.371 -2.107 0.799
H -0.127 -4.140 1.450
```

Computed properties:
- E_LUMO (Eh) = -0.222
- total charge = +1
- gap between HOMO and LUMO (eV) = 6.078
- HOMO (Eh) = -0.44540

***

(11)
The following is a quantum chemistry calculation of an isolated molecule of C16H22O5, from the OMol25 dataset.

```
43
Properties=species:S:1:pos:R:3
O -3.297 1.984 -2.049
H -3.056 2.325 -1.181
C -2.740 0.704 -2.209
C -1.211 0.681 -2.152
H -0.810 1.355 -2.909
H -0.871 -0.331 -2.375
C -0.651 1.059 -0.776
C -0.222 2.522 -0.668
C 0.373 2.765 0.715
O 0.805 4.099 0.823
H 1.459 4.133 1.534
C 1.547 1.798 0.938
O 2.091 1.963 2.223
H 1.478 1.546 2.843
H 2.345 2.038 0.228
C 1.085 0.335 0.704
O 0.472 0.211 -0.552
O 0.196 0.103 1.778
C -0.526 -1.129 1.855
C -0.444 -2.025 0.653
C -1.589 -2.388 -0.039
C -1.509 -3.220 -1.142
C -0.277 -3.692 -1.559
C 0.869 -3.333 -0.871
C 0.799 -2.505 0.237
C 2.026 -2.060 0.973
H 1.883 -2.199 2.048
C 2.322 -0.582 0.688
H 2.750 -0.483 -0.310
H 3.036 -0.201 1.420
H 2.889 -2.654 0.670
H 1.831 -3.698 -1.200
H -0.208 -4.336 -2.423
H -2.406 -3.493 -1.677
H -2.552 -2.019 0.287
H -0.156 -1.667 2.741
H -1.570 -0.850 2.043
H -0.388 2.558 1.489
H -1.060 3.199 -0.832
H 0.541 2.735 -1.419
H -1.403 0.846 0.002
H -3.071 0.368 -3.194
H -3.143 0.012 -1.455
```

Computed properties:
- E_LUMO (Eh) = 0.024
- total charge = 0
- gap between HOMO and LUMO (eV) = 9.634
- HOMO (Eh) = -0.32986
- ΔE to the lowest compared entry with this formula, charge and spin (eV) = 1.126

***

(12)
The following is a quantum chemistry calculation of a cluster of 2 separate species, C3H5N3 in total at a distorted geometry, from the OMol25 dataset.

```
11
Properties=species:S:1:pos:R:3
N -1.561 1.050 0.408
C -0.230 0.755 0.184
C -1.100 -0.387 0.326
N 1.008 -2.141 -0.326
C 1.897 -1.412 -0.414
N 0.940 1.195 0.022
H -2.115 1.359 -0.384
H -1.148 -0.942 1.260
H -1.359 -0.952 -0.566
H 2.691 -0.698 -0.488
H 0.946 2.214 -0.015
```

Computed properties:
- E_LUMO (Eh) = 0.037
- total charge = 0
- gap between HOMO and LUMO (eV) = 10.853
- HOMO (Eh) = -0.36208
- ΔE to the lowest compared entry with this formula, charge and spin (eV) = 2.779

***

Number 1: total energy -23275.6322 eV. Number 2: total energy -8429.1299 eV. Number 3: total energy -8232.8413 eV. Number 4: total energy -7265.3572 eV. Number 5: total energy -6410.3894 eV. Number 6: total energy -41573.7528 eV. Number 7: total energy -87304.8405 eV. Number 8: total energy -50594.0694 eV. Number 9: total energy -7891.2968 eV. Number 10: total energy -50130.7925 eV. Number 11: total energy -27186.4282 eV. Number 12: total energy -7659.6764 eV.